## one
44
Properties=species:S:1:pos:R:3 method="wB97M-V/def2-TZVPD" spin_multiplicity=1 lumo_energy_ev=2.52 homo_lumo_gap_ev=8.36 total_charge=-1
O -0.62 0.99 0.97
H 0.05 0.95 0.27
H -2.95 1.36 -1.02
O -1.11 -2.22 2.22
H -0.55 -3.01 2.05
H -2.99 2.03 1.08
O -2.61 0.90 -1.81
H -3.90 1.16 1.80
H -2.63 -2.81 0.12
O -0.73 -3.39 -2.74
H 3.88 -2.08 -2.50
H -1.66 -3.41 -2.42
O 1.50 -1.56 1.30
H 1.47 -0.67 1.74
H -1.16 3.38 3.01
O 1.46 0.29 -2.23
H 0.62 1.06 2.08
H 0.62 -0.23 -2.11
O -0.72 1.34 -3.82
H 1.89 -1.20 0.49
H -0.51 -1.51 1.89
O -0.73 -0.74 -0.80
H -1.02 1.01 -2.96
H -1.33 0.31 0.66
O 4.47 -1.33 -2.64
H -1.02 1.80 2.86
H -1.88 0.44 -1.25
O 1.02 0.90 2.99
H -0.39 -2.52 -2.50
O 1.48 3.50 3.03
H 1.27 3.28 2.11
H 2.00 0.91 2.91
O 3.98 0.92 0.40
H 4.59 0.28 0.05
H 3.41 1.07 -0.38
O -1.59 2.55 2.84
H -1.42 1.39 -4.46
H -1.47 -1.31 -0.81
O -2.45 -3.40 -0.69
H 3.87 -0.74 -2.12
H 1.43 2.57 3.36
O -3.42 1.18 0.96
H -1.53 -3.58 -0.42
H 1.58 0.83 -3.00

---

## two
44
Properties=species:S:1:pos:R:3 method="wB97M-V/def2-TZVPD" spin_multiplicity=1 lumo_energy_ev=2.10 homo_lumo_gap_ev=8.51 total_charge=-1
O 1.55 0.16 -2.05
H 1.05 0.45 -1.26
H -1.15 -0.64 -5.58
O 3.83 0.19 2.42
H 2.96 0.51 2.65
H -5.20 -0.72 -1.05
O -1.71 -0.15 -4.97
H 0.73 0.55 0.68
H 3.20 -3.37 0.73
O -1.36 4.48 -1.61
H 1.52 2.51 -2.94
H -0.77 3.71 -1.63
O 0.36 -3.49 -0.97
H -0.22 -3.16 -0.28
H 2.15 0.47 1.20
O 1.17 -1.48 1.45
H -4.20 -2.42 0.77
H -0.05 -1.40 0.86
O -0.65 -0.75 0.17
H 0.68 -2.64 -1.30
H 3.88 -0.65 2.89
O 0.35 3.30 0.87
H 0.84 3.96 0.39
H 1.49 -0.77 -1.80
O 1.73 3.13 -2.23
H 2.22 2.47 -1.72
H -1.31 -0.41 -4.12
O -4.28 -2.25 1.72
H -1.54 4.62 -0.69
O -1.75 1.94 2.24
H -1.22 2.76 2.23
H -3.87 -1.37 1.69
O 0.94 -2.15 4.04
H 0.71 -2.27 3.09
H 0.41 -1.36 4.21
O 1.57 1.05 0.67
H -1.59 -0.93 0.08
H 0.80 2.40 0.84
O 3.27 -3.04 -0.18
H 1.99 -1.68 0.98
H -1.27 1.53 1.52
O -5.25 -0.06 -1.73
H 2.42 -3.42 -0.47
H -4.42 0.40 -1.82

---

two (5.7 kcal/mol below the next structure)

---

## one
9
Properties=species:S:1:pos:R:3 method="wB97M-V/def2-TZVPD" spin_multiplicity=1 lumo_energy_ev=4.33 homo_lumo_gap_ev=6.78 total_charge=-1
C -0.40 -0.20 0.29
N -1.59 -0.66 -0.58
O 1.77 2.06 0.42
O 2.65 -0.23 -0.27
S 1.67 0.54 0.50
H -1.93 0.16 -0.98
H -0.04 -1.02 0.89
H -0.75 0.63 1.03
H -1.37 -1.28 -1.29

---

## two
9
Properties=species:S:1:pos:R:3 method="wB97M-V/def2-TZVPD" spin_multiplicity=1 lumo_energy_ev="4.01 / 4.01" homo_lumo_gap_ev="6.53 / 6.69" total_charge=-1
C 1.09 -0.53 -0.40
N 0.19 0.42 0.31
O 2.08 3.38 -0.08
O -0.23 3.84 -0.15
S 0.81 2.90 -0.65
H 0.59 -1.50 -0.36
H 1.12 -0.18 -1.54
H 2.18 -0.60 -0.04
H 0.45 0.35 1.31

---

one (3.1 kcal/mol below the next structure)

---

## one
12
Properties=species:S:1:pos:R:3 method="wB97M-V/def2-TZVPD" spin_multiplicity=1 lumo_energy_ev=-5.05 homo_lumo_gap_ev=7.82 total_charge=+1
C 1.99 0.89 -0.01
C 0.56 1.38 0.36
C 0.20 -1.14 0.42
N 0.74 0.16 0.34
I -4.31 -0.19 -0.52
H 2.18 0.77 -1.02
H 2.68 0.99 0.78
H -0.18 2.11 0.37
H 1.10 -1.84 0.42
H -0.34 -1.24 1.39
H -0.35 -1.30 -0.44
H -4.27 -0.58 -2.09

---

## two
12
Properties=species:S:1:pos:R:3 method="wB97M-V/def2-TZVPD" smiles="C[N+](C)=CI" spin_multiplicity=1 lumo_energy_ev=-5.06 homo_lumo_gap_ev=9.74 total_charge=+1
C 1.21 -0.70 -0.30
N -0.09 -0.15 -0.02
C -0.09 1.23 0.52
C -1.23 -0.75 -0.13
I -3.11 0.02 -0.15
H 1.85 0.11 -0.90
H 0.99 -1.54 -0.95
H 1.73 -0.93 0.63
H -0.36 1.28 1.49
H -0.76 1.90 -0.14
H 0.96 1.43 0.47
H -1.10 -1.90 -0.53

---

two (39.2 kcal/mol below the next structure)

---

## one
14
Properties=species:S:1:pos:R:3 method="wB97M-V/def2-TZVPD" smiles="NNC1=NN=CNN1" spin_multiplicity=1 lumo_energy_ev=0.46 homo_lumo_gap_ev=8.45
N 0.44 -0.21 -2.60
N -0.11 0.65 -1.45
C 0.02 0.46 -0.08
N -0.13 1.54 0.71
N 0.04 1.31 2.00
C -0.38 0.13 2.48
N -0.90 -1.07 1.59
N 0.15 -0.71 0.42
H 1.32 0.08 -2.91
H -0.06 -0.16 -3.59
H -0.01 1.65 -1.51
H -0.48 -0.36 3.55
H -0.09 -1.90 1.91
H 0.17 -1.40 -0.51

---

## two
14
Properties=species:S:1:pos:R:3 method="wB97M-V/def2-TZVPD" spin_multiplicity=1 lumo_energy_ev=-0.27 homo_lumo_gap_ev=8.33
C -1.83 -1.62 0.94
C -0.46 0.09 -0.12
H -1.88 -1.15 1.99
H -2.83 -1.39 0.54
H -1.79 -2.92 0.97
H 2.41 1.86 0.00
H 1.00 -1.62 -0.35
H 1.48 -1.40 -2.18
N -0.94 -1.14 -0.10
N -0.66 1.10 0.76
N 0.58 1.67 0.77
N 1.28 1.20 -0.07
N 0.57 0.36 -1.01
N 1.37 -0.93 -1.18

---

## three
14
Properties=species:S:1:pos:R:3 method="wB97M-V/def2-TZVPD" smiles="N/N=c1/cn[nH]n1N" spin_multiplicity=1 lumo_energy_ev=0.20 homo_lumo_gap_ev=8.05
N 2.26 -0.20 0.02
N 1.41 -1.22 -0.06
C 0.15 -0.69 0.12
C -1.02 -1.63 0.15
N -2.12 -0.97 -0.04
N -1.95 0.32 -0.09
N -0.43 0.48 -0.37
N -0.20 1.77 0.20
H 3.25 -0.46 -0.08
H 2.24 0.48 -0.87
H -1.35 -2.71 0.48
H -2.56 0.88 -0.82
H 0.91 1.90 0.07
H -0.57 2.04 1.29

---

three (9.5 kcal/mol below the next structure)

---

## one
20
Properties=species:S:1:pos:R:3 method="wB97M-V/def2-TZVPD" spin_multiplicity=2 lumo_energy_ev="-3.80 / -8.43" s2=0.7776 homo_lumo_gap_ev="9.24 / 4.57" total_charge=+1
C 0.39 2.00 3.41
C 0.35 0.98 1.21
N 0.36 1.04 -0.09
N 0.12 2.04 2.00
N 0.45 -0.24 1.82
H -0.01 1.90 -0.50
H -0.46 -0.25 -1.50
H -0.46 2.80 1.66
H 1.25 -0.40 2.43
H 0.43 -0.95 1.10
H -0.27 1.31 3.92
H 0.32 2.97 3.88
H 1.38 1.58 3.57
C -0.38 -2.65 -3.61
C -0.81 -1.47 -2.78
O -0.05 -1.07 -1.75
O -1.76 -0.82 -3.13
H -1.16 -2.83 -4.35
H -0.15 -3.57 -3.08
H 0.48 -2.38 -4.22

---

## two
20
Properties=species:S:1:pos:R:3 method="wB97M-V/def2-TZVPD" spin_multiplicity=2 lumo_energy_ev="-4.01 / -8.50" s2=0.7684 homo_lumo_gap_ev="10.09 / 5.60" total_charge=+1
C -0.90 0.69 -2.16
C -1.73 0.52 0.06
N -1.39 0.50 1.39
N -0.86 0.18 -0.81
N -2.87 1.37 -0.09
H -2.11 0.32 2.07
H -0.61 -0.05 1.80
H 1.24 0.92 0.21
H -3.78 0.92 -0.21
H -3.03 2.16 0.50
H -1.34 -0.06 -2.82
H 0.15 0.82 -2.59
H -1.29 1.72 -2.21
C 2.77 -1.73 -0.39
C 1.86 -0.92 0.55
O 1.25 -1.09 1.56
O 1.98 0.32 0.00
H 3.82 -1.45 -0.27
H 2.30 -1.66 -1.37
H 2.70 -2.80 -0.18

---

one (17.9 kcal/mol below the next structure)

---

## one
104
Properties=species:S:1:pos:R:3 method="wB97M-V/def2-TZVPD" spin_multiplicity=1 lumo_energy_ev=-0.41 homo_lumo_gap_ev=6.96
Zr -0.03 0.61 -0.61
C -0.37 -4.31 -6.45
C -1.55 -4.30 -5.48
C -1.98 -5.73 -5.20
C -3.07 -5.79 -4.14
C -2.56 -5.15 -2.88
C -2.96 -5.57 -1.64
C -2.51 -4.93 -0.49
F -2.93 -5.39 0.70
C -1.67 -3.86 -0.54
C -1.24 -3.41 -1.80
C -0.39 -2.22 -1.87
O 0.00 -1.67 -0.80
C -0.10 -1.74 -3.17
C -0.51 -2.47 -4.26
N -1.22 -3.60 -4.21
C -1.66 -4.06 -2.97
C 0.61 -0.45 -3.45
O 0.88 -0.13 -4.59
O 0.89 0.27 -2.40
H -0.63 -4.93 -7.30
H 0.51 -4.73 -5.97
H -0.12 -3.32 -6.83
H -2.39 -3.76 -5.93
H -1.11 -6.31 -4.87
H -2.33 -6.17 -6.13
H -3.37 -6.81 -3.94
H -3.96 -5.25 -4.49
H -3.65 -6.41 -1.53
H -1.34 -3.34 0.34
H -0.25 -2.09 -5.23
O -1.19 0.01 1.21
C -0.18 -0.28 1.90
N -0.14 -0.82 3.12
C 1.25 -0.97 3.55
C 1.98 -0.43 2.27
O 3.18 -0.38 2.13
N 1.04 -0.02 1.38
C 1.54 -0.13 4.79
C 0.59 -0.06 5.80
C 0.84 0.67 6.96
C 2.05 1.33 7.12
C 3.01 1.25 6.12
C 2.76 0.52 4.96
C 1.62 -2.43 3.81
C 0.65 -3.40 4.01
C 1.01 -4.71 4.31
C 2.34 -5.05 4.41
C 3.32 -4.09 4.21
C 2.96 -2.78 3.92
H -0.97 -0.95 3.67
H -0.35 -0.57 5.72
H 0.09 0.71 7.74
H 2.25 1.90 8.02
H 3.96 1.76 6.23
H 3.51 0.47 4.18
H -0.40 -3.16 3.92
H 0.24 -5.45 4.45
H 2.63 -6.07 4.64
H 4.37 -4.35 4.29
H 3.73 -2.03 3.77
N -1.97 0.22 -1.55
C -3.05 0.34 -1.09
N -4.25 0.46 -0.73
C -4.67 0.23 0.50
N -5.11 0.05 1.56
N 5.83 3.57 0.04
C 4.60 3.01 -0.10
C 4.44 1.69 -0.53
C 3.17 1.18 -0.68
N 2.05 1.88 -0.44
C 2.21 3.14 -0.03
C 3.43 3.74 0.16
H 6.63 2.96 0.07
H 5.92 4.42 0.56
H 5.29 1.06 -0.74
H 3.04 0.15 -1.00
H 1.30 3.70 0.15
H 3.48 4.77 0.50
C -0.98 7.43 -3.21
C -0.76 6.41 -4.13
C -0.59 5.11 -3.70
C -0.64 4.78 -2.35
C -0.84 5.82 -1.43
C -1.00 7.12 -1.86
C -0.42 3.37 -1.96
C -0.78 2.72 -0.84
C -1.64 3.28 0.22
C -1.19 3.31 1.55
C -2.02 3.76 2.57
C -3.32 4.15 2.29
C -3.79 4.09 0.99
C -2.96 3.66 -0.04
H -1.11 8.45 -3.54
H -0.73 6.64 -5.19
H -0.41 4.32 -4.43
H -0.85 5.60 -0.37
H -1.15 7.91 -1.13
H 0.12 2.81 -2.72
H -0.18 2.99 1.79
H -1.64 3.79 3.59
H -3.97 4.48 3.09
H -4.81 4.37 0.76
H -3.33 3.61 -1.05

---

## two
104
Properties=species:S:1:pos:R:3 method="wB97M-V/def2-TZVPD" spin_multiplicity=1 lumo_energy_ev=-0.50 homo_lumo_gap_ev=6.98
Zr -0.12 0.70 0.96
C 3.68 -5.75 1.82
C 2.46 -5.67 2.72
C 1.52 -6.84 2.52
C 0.45 -6.82 3.60
C -0.23 -5.46 3.63
C -1.49 -5.33 4.17
C -2.12 -4.09 4.18
F -3.35 -4.02 4.72
C -1.55 -2.98 3.65
C -0.27 -3.09 3.09
C 0.34 -1.93 2.47
O -0.27 -0.83 2.47
C 1.58 -2.14 1.82
C 2.20 -3.36 1.90
N 1.68 -4.41 2.52
C 0.41 -4.33 3.09
C 2.27 -1.02 1.09
O 3.14 -1.28 0.28
O 1.84 0.17 1.42
H 4.15 -6.72 1.97
H 4.43 -4.99 2.07
H 3.41 -5.65 0.77
H 2.79 -5.67 3.76
H 2.09 -7.78 2.55
H 1.06 -6.76 1.53
H 0.91 -7.02 4.57
H -0.29 -7.59 3.43
H -2.00 -6.19 4.57
H -2.05 -2.02 3.62
H 3.17 -3.46 1.43
O 0.91 0.55 -1.00
C 1.41 1.70 -0.87
N 2.28 2.31 -1.69
C 2.55 3.66 -1.22
C 1.61 3.70 0.04
O 1.41 4.67 0.74
N 1.01 2.48 0.16
C 4.03 3.84 -0.81
C 5.01 3.02 -1.36
C 6.35 3.22 -1.05
C 6.72 4.23 -0.19
C 5.74 5.05 0.37
C 4.40 4.86 0.06
C 2.20 4.71 -2.28
C 2.29 4.39 -3.63
C 2.05 5.34 -4.62
C 1.71 6.64 -4.26
C 1.60 6.97 -2.92
C 1.85 6.01 -1.93
H 2.79 1.80 -2.39
H 4.74 2.21 -2.03
H 7.10 2.57 -1.49
H 7.76 4.39 0.06
H 6.02 5.83 1.07
H 3.65 5.48 0.52
H 2.55 3.38 -3.93
H 2.14 5.06 -5.66
H 1.53 7.38 -5.03
H 1.34 7.98 -2.62
H 1.75 6.28 -0.89
N -0.66 1.99 2.55
C 0.26 1.95 3.33
N 1.11 1.80 4.21
C 2.29 2.30 4.54
N 3.31 2.69 4.89
N -1.71 5.01 -3.45
C -1.69 4.00 -2.53
C -1.56 2.66 -2.92
C -1.54 1.68 -1.96
N -1.64 1.92 -0.64
C -1.81 3.21 -0.28
C -1.84 4.26 -1.16
H -1.37 4.81 -4.37
H -1.53 5.95 -3.13
H -1.45 2.40 -3.96
H -1.43 0.65 -2.25
H -1.89 3.40 0.78
H -1.94 5.28 -0.80
C -6.83 -2.02 2.47
C -5.81 -2.75 1.87
C -4.57 -2.16 1.63
C -4.33 -0.83 1.98
C -5.35 -0.12 2.62
C -6.59 -0.71 2.86
C -3.02 -0.16 1.76
C -2.11 -0.36 0.79
C -2.31 -1.22 -0.41
C -3.43 -1.08 -1.24
C -3.53 -1.79 -2.42
C -2.52 -2.67 -2.81
C -1.40 -2.82 -2.01
C -1.30 -2.09 -0.83
H -7.79 -2.48 2.66
H -5.97 -3.78 1.59
H -3.77 -2.74 1.18
H -5.17 0.90 2.93
H -7.37 -0.14 3.35
H -2.79 0.59 2.51
H -4.21 -0.39 -0.95
H -4.41 -1.67 -3.05
H -2.60 -3.23 -3.74
H -0.60 -3.49 -2.30
H -0.41 -2.20 -0.22

---

one (22.6 kcal/mol below the next structure)

---

## one
18
Properties=species:S:1:pos:R:3 method="wB97M-V/def2-TZVPD" spin_multiplicity=1 lumo_energy_ev=0.80 homo_lumo_gap_ev=9.82
C -0.08 1.22 0.86
C 0.61 0.84 -0.41
C -0.89 -1.05 -0.38
C 2.04 1.15 -0.30
C -1.05 -2.40 0.30
O -2.21 1.18 -0.61
O 0.46 -0.61 -0.65
S -1.71 0.39 0.54
H 0.56 1.01 1.68
H -0.34 2.25 0.85
H 0.04 1.35 -1.20
H -1.41 -1.01 -1.40
H 2.29 0.79 0.69
H 2.30 2.25 -0.17
H 2.58 0.69 -1.11
H -2.03 -2.89 0.02
H -1.00 -2.21 1.44
H -0.17 -2.97 -0.14

---

## two
18
Properties=species:S:1:pos:R:3 method="wB97M-V/def2-TZVPD" smiles=C[C@@]1(O)C[C@]1(O)CS spin_multiplicity=1 lumo_energy_ev=-0.11 homo_lumo_gap_ev=8.58
C 0.30 -2.18 -0.18
C -0.18 -0.91 0.46
O -1.34 -1.04 1.03
C 0.85 0.05 1.00
C 0.01 0.30 -0.39
O 0.76 0.08 -1.54
C -0.75 1.55 -0.61
S 0.42 3.00 -0.28
H 0.28 -2.85 0.78
H 1.23 -1.93 -0.51
H -0.37 -2.50 -0.89
H -1.97 -0.90 0.27
H 0.56 0.40 2.05
H 1.92 -0.19 0.89
H 1.02 1.09 -2.08
H -1.41 1.36 0.34
H -1.26 1.79 -1.65
H -0.07 2.88 1.32

---

one (74.4 kcal/mol below the next structure)

---

## one
19
Properties=species:S:1:pos:R:3 method="wB97M-V/def2-TZVPD" spin_multiplicity=1 lumo_energy_ev=0.82 homo_lumo_gap_ev=10.08
C -2.11 -0.92 -1.38
C -0.96 0.10 -1.13
C -0.75 0.39 0.33
C -0.03 -0.83 1.05
C 0.69 0.42 0.91
C 1.16 1.25 2.11
H -3.08 -0.16 -1.74
H -1.78 -1.87 -2.38
H -2.18 -1.59 -0.26
H -0.94 0.97 -1.96
H -1.84 0.69 0.74
H 0.22 -1.54 0.29
H -0.44 -0.94 2.11
H 2.13 0.61 2.43
H 1.80 2.18 1.79
H 0.38 1.57 2.88
H 1.37 0.06 -0.87
O 1.74 0.37 0.07
F 0.27 -0.61 -1.65

---

## two
19
Properties=species:S:1:pos:R:3 method="wB97M-V/def2-TZVPD" smiles="C/C(=C/CO)[C@@H](C)F" spin_multiplicity=1 lumo_energy_ev=0.94 homo_lumo_gap_ev=10.29
C -2.13 -0.35 0.31
C -0.76 0.18 0.40
C -0.43 1.36 -0.06
C 0.97 2.00 -0.55
O 1.91 0.87 -1.13
C 0.08 -0.85 0.88
C 0.78 -1.69 -0.26
F 1.34 -0.29 1.49
H -2.45 -1.43 -0.03
H -3.02 0.15 -0.13
H -2.13 -0.39 1.36
H -1.15 1.97 -0.44
H 1.47 2.78 0.02
H 0.89 2.54 -1.58
H 2.21 0.48 -0.36
H -0.38 -1.53 1.59
H 1.49 -1.06 -0.66
H 1.20 -2.49 0.25
H 0.12 -2.27 -1.12

---

two (28.9 kcal/mol below the next structure)